The following is a quantum chemistry calculation of an isolated molecule of C4H12N2S at a distorted geometry, from OMol25.

Cartesian coordinates (Å):
H: 0.8045 0.8103 0.9908
C: -0.8869 0.9149 -1.0936
H: -1.9141 1.0663 -1.4260
S: 1.1169 -0.6746 3.5935
H: -0.8357 0.2923 2.7788
H: 1.9254 -1.4459 2.8625
H: -0.3028 1.7478 -0.6983
C: -0.2300 0.2340 -2.2784
H: 1.3358 -0.9809 -1.7842
N: 1.1828 -0.0904 -2.1941
H: 0.7030 -0.9531 0.5022
H: 1.8230 0.6145 -1.9136
H: -0.7240 -1.4609 2.2674
H: -0.4782 0.8327 -3.1656
H: -0.6893 -0.7313 -2.5080
C: -0.2300 -0.4963 2.3440
C: 0.1949 -0.0964 0.9363
H: -1.7695 0.4108 0.6689
N: -1.0256 0.0063 0.1174

Cartesian forces, eV/Å:
0.136 0.009 -0.321
-0.034 -2.165 1.399
0.049 0.872 0.269
-0.225 0.255 -0.418
-0.449 -0.151 0.050
0.046 -0.117 -0.084
-0.313 0.743 -0.801
0.391 -0.214 -0.356
0.360 -0.363 0.446
-0.670 0.083 -0.981
0.845 0.277 0.090
0.287 0.454 0.390
-0.472 0.207 0.244
0.461 0.163 0.048
-0.432 0.133 0.377
0.874 -0.284 0.125
-0.949 -0.644 0.169
-0.051 0.033 0.199
0.145 0.709 -0.844

Properties
* total charge: 0
* calculated total energy: -667.26565 a.u.
* SMILES: NCCNCCS
* multiplicity: 1
* Kohn-Sham gap: 9.756 eV
* ΔE to the lowest compared entry with this formula, charge and spin: 0.795 eV
* maximum force: 2.58 eV Å⁻¹